An isolated molecule of C15H22N2O4S. Source: the Open Molecules 2025 dataset; level of theory: wB97M-V/def2-TZVPD.

Values from the calculation:
E_HOMO = -0.3502 Ha
Relative energy (zero: lowest compared OMol25 entry of this formula, charge and spin) = 137.7 kJ/mol
Largest force on an atom = 0.96 eV/A
SMILES = CCCNS(=O)(=O)c1ccc(C(=O)NC[C@H]2CCCO2)cc1

Last column: Löwdin charge in e.
Geometry (Å):
C  -5.862  -0.081  3.050  -0.108
C  -5.580  -0.609  1.649  -0.255
C  -4.099  -0.937  1.463  -0.259
N  -3.770  -1.442  0.147  -0.140
S  -3.611  -0.303  -1.073  0.654
O  -3.656  -1.037  -2.302  -0.289
O  -4.512  0.802  -0.897  -0.290
C  -1.944  0.248  -0.748  -0.278
C  -1.718  1.507  -0.227  -0.040
C  -0.419  1.897  0.048  0.007
C  0.640  1.024  -0.185  -0.118
C  2.025  1.511  0.118  -0.451
O  2.337  2.681  0.009  0.072
N  2.871  0.560  0.570  0.079
C  4.282  0.794  0.744  -0.115
C  5.078  -0.039  -0.277  -0.312
C  6.590  0.030  -0.034  -0.126
C  6.841  -1.207  0.826  -0.155
C  5.819  -2.184  0.252  -0.194
O  4.701  -1.408  -0.144  -0.115
C  0.394  -0.234  -0.731  -0.007
C  -0.904  -0.622  -1.013  -0.042
H  -6.920  0.140  3.165  0.070
H  -5.299  0.830  3.234  0.074
H  -5.581  -0.817  3.802  0.071
H  -5.863  0.135  0.904  0.093
H  -6.169  -1.513  1.471  0.111
H  -3.778  -1.681  2.201  0.124
H  -3.497  -0.036  1.601  0.115
H  -4.355  -2.207  -0.154  0.109
H  -2.559  2.161  -0.060  0.116
H  -0.202  2.879  0.441  0.123
H  2.597  -0.410  0.569  0.127
H  4.460  1.860  0.592  0.129
H  4.575  0.510  1.760  0.133
H  4.802  0.293  -1.286  0.154
H  7.127  -0.053  -0.980  0.118
H  6.879  0.957  0.455  0.117
H  6.621  -0.996  1.873  0.110
H  7.859  -1.581  0.748  0.112
H  6.228  -2.702  -0.626  0.122
H  5.476  -2.931  0.973  0.121
H  1.211  -0.901  -0.966  0.117
H  -1.130  -1.582  -1.446  0.118

A structure of composition C15H12N2OTeTl. Source: the Open Molecules 2025 dataset; level of theory: wB97M-V/def2-TZVPD.

Values from the calculation:
E_HOMO = -0.1308 Ha
Relative energy (zero: lowest compared OMol25 entry of this formula, charge and spin) = 44.5 kJ/mol
Net charge = -1
Largest force on an atom = 0.46 eV/A

Last column: Löwdin charge in e.
Geometry (Å):
Tl  0.006  0.193  -0.727  0.621
O  -2.330  -0.126  -0.072  -0.325
C  -3.084  -0.774  0.737  -0.407
C  -4.504  -0.668  0.604  -0.034
C  -5.382  -1.330  1.425  -0.123
C  -4.914  -2.159  2.455  -0.136
C  -3.549  -2.275  2.611  -0.079
C  -2.621  -1.612  1.796  -0.089
C  -1.183  -1.796  2.065  -0.272
N  -0.146  -1.306  1.412  0.001
C  0.994  -1.766  2.045  -0.154
C  0.647  -2.527  3.110  -0.100
N  -0.735  -2.542  3.113  0.083
H  -4.855  -0.026  -0.195  0.102
H  -6.450  -1.210  1.272  0.090
H  -5.592  -2.691  3.108  0.081
H  -3.202  -2.922  3.410  0.087
H  1.973  -1.492  1.679  0.048
H  1.230  -3.045  3.851  0.098
H  -1.316  -3.011  3.779  0.125
Te  3.114  0.451  -0.651  0.421
C  5.191  0.396  -0.155  -0.703
C  5.845  1.539  0.315  -0.182
C  7.190  1.498  0.675  -0.124
C  7.914  0.317  0.568  -0.135
C  7.280  -0.819  0.083  -0.124
C  5.935  -0.782  -0.276  -0.181
H  5.292  2.466  0.402  0.075
H  7.669  2.398  1.043  0.088
H  8.956  0.283  0.862  0.084
H  7.830  -1.748  -0.018  0.088
H  5.451  -1.675  -0.653  0.076

A cluster of 2 separate species, C6H10O in total. Source: the Open Molecules 2025 dataset; level of theory: wB97M-V/def2-TZVPD.

Values from the calculation:
E_HOMO = -0.3427 Ha
Relative energy (zero: lowest compared OMol25 entry of this formula, charge and spin) = 191.7 kJ/mol
Largest force on an atom = 0.49 eV/A
SMILES = C=CC1CC1.C=O

Last column: Löwdin charge in e.
Geometry (Å):
C  1.532  -1.001  -0.742  -0.016
C  0.298  -0.799  -0.284  -0.190
C  -0.661  0.192  -0.822  -0.307
C  -2.112  -0.202  -0.947  -0.122
C  -1.706  0.803  0.083  -0.132
H  1.934  -0.429  -1.576  0.066
H  2.187  -1.740  -0.289  0.064
H  -0.060  -1.393  0.560  0.121
H  -0.263  0.842  -1.599  0.137
H  -2.658  0.135  -1.823  0.100
H  -2.379  -1.199  -0.607  0.104
H  -1.966  1.844  -0.089  0.099
H  -1.721  0.504  1.129  0.102
C  1.895  0.616  1.753  -0.176
O  1.954  -0.159  2.673  -0.014
H  2.762  0.825  1.092  0.084
H  0.964  1.159  1.487  0.079

A cluster of 11 separate species, C31H67N9O9 in total in a non-equilibrium geometry. Source: the Open Molecules 2025 dataset; level of theory: wB97M-V/def2-TZVPD.

Values from the calculation:
E_HOMO (spin up / spin down) = 0.0120 / -0.2525 Ha
Net charge = -1
Largest force on an atom = 3.86 eV/A
2S+1 = 2

Last column: Mulliken spin population.
Geometry (Å):
C  3.507  4.623  -0.576  0.088
O  2.679  4.311  -1.445  -0.020
N  4.470  3.781  -0.116  -0.413
C  5.587  4.192  0.734  0.283
C  4.631  2.381  -0.561  0.161
H  3.513  5.583  -0.037  0.033
H  6.566  4.000  0.293  -0.031
H  5.498  3.603  1.647  -0.037
H  5.390  5.205  1.083  0.007
H  4.011  1.731  0.056  -0.065
H  4.173  2.222  -1.538  0.046
H  5.680  2.118  -0.427  0.108
C  -4.016  -2.339  0.093  0.010
O  -4.662  -2.343  1.171  -0.013
N  -3.161  -3.306  -0.249  -0.046
C  -2.445  -3.193  -1.508  0.003
C  -2.901  -4.527  0.555  0.068
H  -4.044  -1.523  -0.646  0.009
H  -2.586  -2.277  -2.083  0.009
H  -2.538  -4.044  -2.183  -0.001
H  -1.366  -3.168  -1.357  0.017
H  -3.468  -4.522  1.486  -0.003
H  -3.026  -5.379  -0.114  -0.004
H  -1.856  -4.536  0.862  -0.029
C  -3.468  3.353  -4.773  0.000
O  -4.034  4.144  -5.575  0.000
N  -3.736  2.067  -4.783  -0.003
C  -3.157  1.191  -3.731  -0.004
C  -4.732  1.525  -5.742  0.001
H  -2.712  3.685  -4.046  0.002
H  -2.622  0.417  -4.282  0.001
H  -4.034  0.820  -3.200  0.001
H  -2.432  1.698  -3.095  0.004
H  -5.417  0.880  -5.191  0.000
H  -5.413  2.267  -6.160  0.000
H  -4.225  0.967  -6.529  0.000
C  -4.747  1.560  -0.149  -0.006
O  -4.000  2.379  -0.605  -0.005
N  -6.072  1.435  -0.422  -0.005
C  -6.940  0.547  0.399  0.000
C  -6.757  2.239  -1.476  0.001
H  -4.361  0.835  0.585  0.012
H  -7.277  -0.200  -0.320  0.001
H  -7.756  1.034  0.933  -0.001
H  -6.379  0.114  1.227  0.002
H  -7.394  2.889  -0.877  0.000
H  -6.008  2.837  -1.996  0.001
H  -7.447  1.733  -2.151  -0.001
C  1.366  -5.677  1.161  0.215
O  0.773  -5.453  0.073  -0.071
N  1.117  -4.917  2.259  -0.607
C  1.957  -5.290  3.437  0.614
C  0.249  -3.714  2.224  0.354
H  2.027  -6.535  1.359  0.030
H  1.423  -5.310  4.387  -0.042
H  2.763  -4.592  3.665  -0.220
H  2.465  -6.248  3.328  0.006
H  -0.624  -3.825  2.867  -0.061
H  0.834  -2.896  2.646  -0.261
H  -0.107  -3.421  1.236  0.302
C  -1.171  0.991  -0.790  0.055
O  -1.681  -0.079  -1.113  -0.029
N  -0.188  1.045  0.100  0.082
C  0.631  2.236  0.194  -0.181
C  0.267  -0.093  0.946  0.045
H  -1.455  1.980  -1.182  0.004
H  1.673  2.077  0.475  0.138
H  0.102  2.882  0.894  -0.006
H  0.532  2.934  -0.638  -0.046
H  1.094  -0.589  0.438  -0.022
H  0.505  0.048  2.000  -0.157
H  -0.483  -0.880  0.864  -0.018
C  4.336  -1.690  -1.000  0.557
O  5.089  -0.768  -0.973  -0.258
N  4.668  -2.958  -1.238  -0.631
C  3.639  -3.998  -1.295  0.096
C  6.014  -3.504  -1.424  0.230
H  3.240  -1.615  -0.919  0.212
H  2.653  -3.629  -1.015  0.103
H  3.915  -4.766  -0.572  -0.020
H  3.621  -4.415  -2.302  0.008
H  6.779  -2.730  -1.367  0.067
H  6.341  -4.226  -0.676  -0.085
H  6.086  -3.919  -2.429  -0.009
C  1.781  0.462  -2.504  -0.065
C  2.359  -0.010  -3.817  -0.017
O  3.057  0.768  -4.522  -0.009
C  2.186  -1.469  -4.258  -0.023
H  0.702  0.615  -2.531  0.013
H  2.259  1.435  -2.397  -0.010
H  2.128  -0.211  -1.721  0.070
H  2.592  -1.735  -5.233  -0.001
H  1.139  -1.773  -4.249  -0.003
H  2.602  -2.167  -3.532  0.024
C  3.370  4.491  3.838  0.113
C  1.981  4.215  4.302  -0.167
O  1.738  3.887  5.472  -0.180
C  0.901  4.064  3.193  0.340
H  3.485  5.494  3.425  -0.024
H  3.664  3.756  3.089  0.097
H  4.136  4.398  4.608  -0.112
H  1.260  4.693  2.378  0.038
H  -0.058  4.413  3.577  0.020
H  0.786  3.036  2.849  -0.084
C  1.226  0.928  5.087  0.327
C  0.448  -0.307  4.832  -0.121
N  -0.180  -1.231  4.599  -0.171
H  2.122  1.064  4.481  0.139
H  1.547  0.793  6.120  0.103
H  0.497  1.738  5.053  0.121
C  -2.951  -0.584  3.264  0.020
C  -2.369  0.648  2.926  0.005
N  -1.902  1.664  2.613  -0.010
H  -3.341  -0.429  4.270  0.001
H  -2.281  -1.441  3.330  0.009
H  -3.853  -0.672  2.658  -0.016

The highest largest force on an atom belongs to which entry?
C31H67N9O9

Which of these has the lowest largest force on an atom?
C15H12N2OTeTl

Which value of largest force on an atom does entry 3 give?
0.49 eV/A

Please write out number 3 again, unchanged.
A cluster of 2 separate species, C6H10O in total. Source: the Open Molecules 2025 dataset; level of theory: wB97M-V/def2-TZVPD.

Values from the calculation:
E_HOMO = -0.3427 Ha
Relative energy (zero: lowest compared OMol25 entry of this formula, charge and spin) = 191.7 kJ/mol
Largest force on an atom = 0.49 eV/A
SMILES = C=CC1CC1.C=O

Last column: Löwdin charge in e.
Geometry (Å):
C  1.532  -1.001  -0.742  -0.016
C  0.298  -0.799  -0.284  -0.190
C  -0.661  0.192  -0.822  -0.307
C  -2.112  -0.202  -0.947  -0.122
C  -1.706  0.803  0.083  -0.132
H  1.934  -0.429  -1.576  0.066
H  2.187  -1.740  -0.289  0.064
H  -0.060  -1.393  0.560  0.121
H  -0.263  0.842  -1.599  0.137
H  -2.658  0.135  -1.823  0.100
H  -2.379  -1.199  -0.607  0.104
H  -1.966  1.844  -0.089  0.099
H  -1.721  0.504  1.129  0.102
C  1.895  0.616  1.753  -0.176
O  1.954  -0.159  2.673  -0.014
H  2.762  0.825  1.092  0.084
H  0.964  1.159  1.487  0.079